(1)
12
Properties=species:S:1:pos:R:3:forces:R:3:mulliken_charge:R:1 method="wB97M-V/def2-TZVPD" orbital_gap_ev=8.69 lumo_ev=2.89 homo_energy_ev=-5.80 total_charge=-1
C 0.1294 -0.5773 0.2233 -2.3 2.8 -1.2 0.429
C 0.1367 1.1051 0.0269 -0.4 -2.5 -0.4 -0.650
N 1.2102 -1.0552 0.5347 0.8 -2.1 0.2 -0.448
O -1.4438 -2.7785 0.4258 0.7 -1.3 -0.3 -0.635
O 2.1731 1.9344 -1.4972 -0.2 -0.1 0.2 -0.554
O -1.9035 -1.1529 -1.3547 0.2 0.0 -0.1 -0.644
O -2.2368 -0.6242 1.0243 -0.3 0.5 -0.3 -0.685
S 2.6078 -0.2604 0.6214 0.2 1.6 0.0 -0.071
S 1.7669 1.7488 -0.0807 1.0 -0.2 -0.1 0.257
S -1.5418 -1.4168 0.0180 0.0 1.6 1.3 1.178
H -0.5023 1.5002 -0.7453 0.3 -0.5 -1.3 0.400
H -0.3960 1.5769 0.8034 -0.1 0.1 2.0 0.424


(2)
104
Properties=species:S:1:pos:R:3:forces:R:3:mulliken_charge:R:1 method="wB97M-V/def2-TZVPD" orbital_gap_ev=9.42 lumo_ev=-0.82 homo_energy_ev=-10.23 de_lowest_kcal_mol=180.9 smiles="C[C@H]1COC(=O)O1.C[C@H]1COC(=O)O1.C[C@H]1COC(=O)O1.C[C@H]1COC(=O)O1.C[C@H]1COC(=O)O1.C[C@H]1COC(=O)O1.C[C@H]1COC(=O)O1.C[C@H]1COC(=O)O1"
C -5.3843 -0.2069 -3.2225 -0.7 -0.3 -0.7 -1.192
C -4.6382 0.6515 -4.2087 1.9 -0.8 -0.7 1.044
C -4.5008 0.0685 -5.6029 0.6 -1.3 -0.7 0.150
O -4.6012 1.1490 -6.5290 0.3 0.2 0.8 -0.393
C -5.1074 2.1646 -5.8135 -1.5 2.7 -3.1 0.485
O -5.4851 3.2148 -6.3180 1.0 -1.9 1.3 -0.596
O -5.2607 1.8235 -4.5657 -1.7 2.6 2.3 -0.448
H -6.4388 0.0233 -3.3743 -0.2 -0.1 0.2 0.398
H -5.1662 -0.1637 -2.1554 0.4 0.4 -0.3 0.257
H -5.2562 -1.2309 -3.5733 0.0 -0.2 0.4 0.230
H -3.6142 0.8988 -3.9287 0.0 0.0 0.7 -0.104
H -5.3274 -0.5988 -5.8465 0.3 -0.5 0.0 0.131
H -3.4849 -0.3079 -5.7232 -0.4 -0.8 -0.2 0.009
C 2.2597 3.4226 6.1068 0.4 2.4 0.1 -1.407
C 2.2662 4.2669 4.7892 -2.0 -0.1 0.1 0.451
C 1.7471 3.4871 3.5743 2.4 -0.8 -0.3 -0.247
O 0.4702 3.9764 3.2393 0.9 -2.7 -1.4 -0.268
C 0.3633 5.1477 3.7654 -2.8 2.7 2.9 0.541
O -0.5742 5.8801 3.6292 0.5 -0.1 -0.9 -0.571
O 1.2355 5.3349 4.7640 1.7 -0.3 0.8 -0.389
H 2.2483 4.1873 6.8835 -0.6 0.2 0.3 0.427
H 3.2341 3.0181 6.3809 0.0 -0.7 -0.8 0.401
H 1.4021 2.7713 6.2752 0.2 -0.1 -0.4 0.293
H 3.1860 4.8199 4.5984 0.2 -0.5 0.2 0.327
H 1.8071 2.4185 3.7808 -0.8 0.0 -0.1 0.111
H 2.4504 3.6685 2.7616 -0.2 0.0 -0.4 0.287
C -2.8825 -4.0496 -3.2062 1.2 -0.2 1.1 -1.578
C -3.3895 -3.2185 -4.3249 1.8 1.1 0.0 2.439
C -2.7029 -3.4020 -5.7676 -1.5 0.9 1.5 -0.424
O -3.8907 -3.4515 -6.5647 -0.6 -0.7 -0.1 -0.356
C -5.0285 -3.6364 -5.8095 1.1 1.0 1.2 0.595
O -6.1181 -3.8333 -6.2064 -0.2 -0.2 -0.4 -0.501
O -4.7255 -3.4289 -4.4590 -2.6 -1.2 -2.9 -0.485
H -2.7845 -3.4847 -2.2791 0.4 0.5 -0.4 0.271
H -1.9086 -4.3871 -3.5605 0.2 -0.5 0.8 0.185
H -3.4830 -4.8539 -2.7812 -0.3 -0.4 -1.2 0.290
H -3.3279 -2.1602 -4.0716 0.7 0.0 0.0 -0.962
H -2.0141 -4.2313 -5.9284 -0.5 -0.5 0.2 0.308
H -2.1408 -2.5031 -6.0210 -0.2 0.1 0.0 0.308
C -3.7168 2.3102 3.0372 0.1 -1.5 2.2 -1.325
C -3.6534 2.4831 4.6440 0.3 1.1 -2.1 0.206
C -2.2792 2.4189 5.3916 -1.3 -0.9 -1.3 -0.108
O -2.1705 3.6985 6.0157 3.2 -2.9 0.9 -0.309
C -3.1373 4.4480 5.6838 -3.3 5.6 0.1 0.702
O -3.3152 5.5971 6.0953 0.5 -2.9 -1.0 -0.615
O -3.9586 3.8564 4.7997 -0.9 0.5 0.6 -0.366
H -3.0100 2.9361 2.4925 0.0 0.0 0.4 0.265
H -4.7289 2.4481 2.6567 0.0 0.4 0.3 0.433
H -3.5275 1.2492 2.8741 0.4 -0.1 -0.4 0.396
H -4.3823 1.8624 5.1651 -0.2 0.0 -0.3 0.329
H -1.5421 2.2220 4.6132 0.6 0.3 0.5 0.041
H -2.3524 1.6039 6.1117 0.5 0.3 0.2 0.360
C 0.3533 1.0460 0.6055 -1.5 0.2 1.3 -0.808
C -0.9111 1.2325 -0.3414 4.2 0.2 -0.7 0.777
C -0.3534 1.9229 -1.6090 0.9 -0.1 0.2 -0.573
O -0.3901 0.8683 -2.6013 3.3 5.8 -2.0 -0.265
C -1.2212 0.0497 -2.2526 -4.3 -6.5 -1.0 0.600
O -1.8020 -0.6732 -3.0928 1.0 1.2 3.2 -0.725
O -1.2370 -0.0300 -0.8811 -2.5 -0.9 -0.1 -0.409
H 1.3816 1.1734 0.2672 -0.4 0.1 -1.1 0.108
H 0.3759 0.0619 1.0737 -0.5 0.0 0.1 0.253
H 0.2609 1.7960 1.3910 0.0 0.0 0.3 0.087
H -1.7102 1.8692 0.0382 -0.3 -0.9 0.5 0.312
H 0.7226 2.0780 -1.5305 -0.4 1.0 0.1 0.236
H -0.9868 2.7761 -1.8518 0.5 0.0 -0.7 0.363
C -0.3762 -3.5722 -1.3243 -0.5 1.3 1.0 -1.146
C 0.6533 -4.6540 -1.4066 -1.3 -1.1 -1.5 0.535
C 2.0848 -4.2506 -1.1215 -0.2 0.8 -0.6 0.029
O 2.4468 -5.2669 -0.2054 7.5 6.1 -2.9 -0.297
C 1.5378 -6.0147 0.0687 -3.6 -4.1 2.5 0.662
O 1.6591 -6.8468 0.8750 0.3 -3.5 2.9 -0.613
O 0.4348 -5.8337 -0.5579 -2.6 2.5 -1.6 -0.429
H -0.6619 -3.0708 -2.2490 0.5 -0.4 -0.3 0.094
H -0.0148 -2.7558 -0.6991 0.1 0.0 0.3 0.301
H -1.3311 -3.8576 -0.8828 0.3 -0.5 0.1 0.437
H 0.5598 -5.1863 -2.3532 0.3 0.7 -0.6 0.289
H 2.3086 -3.2482 -0.7566 -0.9 -0.1 1.2 -0.176
H 2.6298 -4.1080 -2.0547 0.6 -1.5 -0.2 0.313
C 4.2850 -0.2029 -1.3428 0.6 -1.9 -0.8 -1.438
C 5.0171 1.0393 -0.9168 -3.7 -2.3 2.0 1.313
C 6.4548 1.0989 -0.8846 3.0 -0.8 -0.5 -0.494
O 6.7844 1.8863 -2.0563 0.6 -0.4 1.2 -0.312
C 5.7237 2.6153 -2.3452 -1.4 2.1 -0.7 0.504
O 5.7261 3.6098 -3.0233 -0.3 -1.7 0.8 -0.540
O 4.5914 2.0974 -1.6903 1.1 2.0 -1.4 -0.326
H 4.4823 -1.1256 -0.7970 0.8 0.2 0.8 0.420
H 4.6362 -0.5145 -2.3265 -0.7 0.3 -0.5 0.440
H 3.2063 -0.1776 -1.1884 -0.1 0.7 -0.7 0.129
H 4.6083 1.1160 0.0907 0.2 1.0 0.4 -0.317
H 7.0336 0.1809 -0.9866 -0.5 -0.3 -0.2 0.327
H 6.7877 1.4830 0.0796 0.4 1.0 -0.4 0.290
C 5.4898 -1.7494 3.9894 -1.7 1.4 1.3 -1.422
C 3.9484 -1.2965 3.8505 3.1 -3.3 1.6 0.297
C 3.7652 -0.4861 2.6500 -0.2 1.2 -0.3 0.117
O 2.8137 -1.1925 1.9048 -0.9 0.6 -1.8 0.091
C 2.5046 -2.3663 2.4508 -2.9 -3.0 -0.7 0.356
O 1.6559 -3.1665 1.9977 3.2 2.9 1.4 -0.552
O 3.2047 -2.5143 3.5757 -0.2 0.0 0.3 -0.350
H 5.9012 -2.1348 3.0565 -0.1 -0.1 0.2 0.344
H 5.6188 -2.3656 4.8792 -0.2 -0.8 -0.5 0.399
H 6.0333 -0.8753 4.3482 0.2 0.4 -0.6 0.392
H 3.5945 -0.9096 4.8061 -0.1 0.2 -0.2 0.325
H 4.6994 -0.4132 2.0930 -0.1 0.3 -0.2 0.121
H 3.3604 0.4801 2.9511 0.1 0.3 -0.6 -0.098